Here is a 11-piece molecular cluster, C56H144F6N18O16P6S3 overall from the Open Molecules 2025 dataset. Energies are from ωB97M-V/def2-TZVPD.

```
249
Properties=species:S:1:pos:R:3:forces:R:3
S 9.72405 16.03424 18.71736 -0.2 1.8 1.5
S 23.03825 19.48436 20.60545 1.1 0.1 -0.4
S 20.40559 25.41298 16.48025 -0.5 0.4 -1.3
P 11.69905 17.05729 24.70308 1.3 1.6 -0.7
P 20.39451 15.61744 19.17824 0.2 -0.1 -1.3
P 17.23706 23.32795 23.38080 -0.8 1.8 3.1
P 13.07398 23.87460 17.91106 -0.2 1.7 -1.0
P 13.73312 16.27671 13.16500 -0.2 -0.3 -1.2
P 13.21739 11.42650 21.99004 0.4 -0.4 0.8
F 19.79770 21.41048 11.82291 0.1 0.5 1.7
F 15.47083 16.57855 18.87726 0.5 0.9 -0.4
F 18.54661 22.03413 13.51687 0.1 -0.1 -0.2
F 16.79817 17.60104 17.45096 -0.3 0.0 0.3
F 14.72727 18.17440 17.62961 -0.3 0.6 -0.3
F 20.38858 23.11588 13.12378 -0.4 -0.7 -0.4
O 9.28375 14.75312 18.28995 -0.4 -1.4 -0.7
O 20.93644 21.52097 15.34840 -1.0 0.0 -1.0
O 12.18294 24.08538 16.71178 0.8 -0.7 1.3
O 21.73292 20.69264 13.35138 2.0 -1.9 1.0
O 12.78676 15.31035 13.80476 0.5 1.0 -0.3
O 12.19768 16.01369 25.63652 -0.8 0.2 -0.4
O 19.84027 25.87772 15.21321 -0.1 -0.1 1.3
O 13.67464 10.09820 22.54782 0.8 1.9 -0.5
O 23.74725 20.62363 21.18583 -0.8 -0.4 -0.1
O 20.51471 26.33574 17.60387 0.4 -0.1 -0.6
O 20.87018 16.82479 19.89032 -0.4 -0.3 0.1
O 23.79730 18.71746 19.62839 -0.8 0.4 0.3
O 8.83974 16.78850 19.60975 0.9 -0.6 -0.3
O 15.24261 19.17824 20.24975 0.9 -1.5 0.2
O 16.62922 24.44791 24.27312 1.3 -2.3 -2.1
O 16.77790 19.98231 18.81158 -1.0 0.2 -0.6
N 11.97217 10.98460 20.99570 0.1 0.0 -0.2
N 12.83464 17.36226 23.51043 -2.0 0.7 -1.1
N 17.58748 23.84488 21.90172 0.3 0.3 -1.4
N 20.09543 15.83445 17.58481 2.1 2.6 -1.6
N 14.68500 23.62613 17.42219 -2.4 0.3 1.1
N 21.51504 14.42456 19.04714 1.0 -1.9 0.6
N 15.23719 16.23526 13.84006 -0.2 0.2 0.3
N 18.69176 22.74728 23.96540 -1.4 -1.2 0.2
N 16.27646 22.00896 23.28001 -0.8 -0.4 0.5
N 10.22358 16.83006 23.97634 1.6 -3.0 0.4
N 19.07050 14.93340 19.87043 0.6 -0.2 0.3
N 13.99608 15.82852 11.53544 -1.0 0.4 1.9
N 11.45424 18.63232 25.24546 0.8 0.4 0.2
N 12.84363 22.71056 19.05436 -0.3 -0.6 0.3
N 12.52989 12.50062 23.07662 -0.1 -0.3 0.0
N 12.87775 25.27641 18.89743 0.7 -0.7 -0.6
N 14.39394 12.49738 21.27342 -1.0 -2.8 0.9
N 13.29635 17.92500 13.04629 1.3 -1.8 1.1
C 10.45591 18.98963 26.24111 -0.3 -1.5 0.3
C 12.28998 26.51563 18.34366 1.7 -0.3 -0.5
C 20.61786 20.04180 21.44095 -0.1 -0.5 -0.1
C 18.28356 20.31821 16.84108 0.8 -1.5 0.3
C 15.25042 16.07858 10.94870 1.1 2.5 -0.3
C 21.38242 19.99019 20.10305 0.7 0.3 0.4
C 13.41162 13.26758 23.96888 -0.1 -1.1 0.7
C 21.91896 13.79128 20.30335 -0.1 -0.1 -0.8
C 19.84042 21.86779 13.15171 -0.2 0.9 -0.2
C 9.98415 15.45618 23.53686 -0.4 0.5 0.0
C 15.79444 17.85777 18.34025 -0.2 -2.0 0.1
C 22.48879 18.41927 21.91902 -0.7 -1.6 -0.8
C 16.22064 18.77272 19.48014 -0.4 2.1 -0.6
C 15.37764 11.74811 20.43141 -1.8 2.0 -0.1
C 12.22770 17.07802 18.77775 -0.3 -1.5 -0.7
C 13.13222 18.59720 14.32067 0.4 1.0 0.5
C 16.19937 17.29351 13.86890 1.1 1.4 0.4
C 12.37136 18.28381 22.35413 0.4 -1.5 2.3
C 13.93675 25.51370 19.89521 -2.2 0.6 1.5
C 22.02660 13.68262 17.88474 1.3 0.9 1.5
C 10.12705 17.11046 17.37354 1.5 -1.6 -1.0
C 11.69927 17.23571 17.33384 -1.7 -1.1 0.9
C 17.96464 22.93726 20.78718 -2.0 0.7 -0.4
C 18.07922 20.00014 18.31078 -0.2 -1.1 -0.8
C 19.64938 23.96215 17.19852 1.1 -0.1 -0.2
C 20.60286 20.97468 14.18917 0.2 0.0 0.5
C 15.73607 23.41584 18.38629 0.4 -0.6 0.7
C 13.35522 21.33430 18.89146 -0.3 0.5 1.2
C 13.91806 13.78575 20.78444 0.4 0.1 0.9
C 22.79650 19.98266 14.08549 -1.0 2.5 1.7
C 18.64718 22.48148 25.38173 -2.8 -0.4 -0.2
C 12.44884 18.41898 11.98658 0.6 -0.9 0.1
C 19.94406 23.26606 23.54963 0.2 0.2 2.2
C 22.25270 23.69910 17.23170 -0.9 0.0 0.7
C 17.99183 25.24242 21.70231 0.6 -0.4 0.3
C 11.89260 22.88154 20.17670 -0.5 -0.2 -1.1
C 20.98107 16.96135 16.97053 -2.6 -0.6 0.7
C 16.65084 20.58380 23.19612 -0.4 1.7 -0.4
C 11.32149 12.01169 23.76254 0.1 -0.3 0.5
C 11.58123 9.55485 20.96017 -0.9 1.6 -0.4
C 19.06223 15.28950 16.74990 0.3 0.9 -0.5
C 9.37002 17.73449 23.36608 -1.8 2.8 -0.7
C 14.83681 22.31624 23.19306 0.2 -0.5 -1.4
C 23.96056 20.03068 13.20733 1.2 -0.4 -0.3
C 18.56688 13.61395 19.47242 -0.1 0.9 0.0
C 21.05087 18.77365 22.30134 -0.5 0.8 -1.3
C 18.22768 15.77447 20.68700 -1.3 -1.8 2.4
C 15.08145 23.94951 16.06861 -1.2 -2.3 -0.7
C 14.20230 16.94037 23.47460 0.5 0.3 -1.5
C 11.38168 15.88671 19.38614 1.5 0.6 -1.3
C 12.97386 15.07285 10.90185 -0.1 -1.4 0.3
C 10.93514 11.91103 20.48763 2.3 -0.3 1.8
C 12.61820 19.53403 25.27346 -0.5 1.5 -1.3
C 21.91636 24.60884 16.03039 1.3 -0.5 1.4
C 20.82803 23.33552 17.96529 1.5 -0.7 -0.4
C 15.65992 15.10004 14.65275 -0.5 0.5 0.4
H 10.63863 14.77283 24.02782 0.6 -0.4 0.4
H 17.92735 23.58358 19.89238 0.1 -0.4 0.2
H 16.10683 20.17558 22.36739 -0.1 -0.7 -0.6
H 16.74154 14.96089 14.53105 -0.2 0.2 0.4
H 10.39692 12.23084 23.24713 -0.1 0.1 -0.6
H 11.94965 16.31911 16.79136 0.7 0.6 -0.5
H 14.31168 21.34197 18.42257 0.7 -0.1 -0.2
H 15.75536 18.29907 13.69680 0.3 -0.8 -0.1
H 18.95998 22.53504 20.82783 0.5 -0.4 0.3
H 17.17762 18.27612 19.75232 -0.2 -0.2 1.2
H 23.08095 20.53438 15.03035 -1.0 -0.5 -0.8
H 23.72593 19.26303 12.51016 0.4 -0.1 -1.7
H 18.50012 23.43476 25.88402 0.3 0.0 0.7
H 12.06968 27.08276 19.21808 -0.8 0.7 0.6
H 19.34916 23.28642 16.40806 -0.1 -0.1 -0.3
H 12.78621 14.06248 24.35919 0.4 0.4 0.3
H 15.33190 15.27881 15.71114 0.7 -0.4 -0.7
H 18.52972 20.79234 18.81927 1.4 1.2 1.2
H 19.39661 20.15613 16.65847 -1.3 1.0 -0.2
H 14.82484 17.42709 24.19644 0.4 0.6 0.7
H 11.47041 17.98435 12.08830 -1.0 0.5 0.2
H 20.66322 22.45966 23.73740 0.4 0.4 -0.3
H 16.00698 15.32001 11.01523 0.2 -0.9 0.0
H 18.59207 19.05303 18.49931 0.2 -0.1 0.4
H 23.12025 13.97157 17.68906 -1.4 -0.4 0.1
H 15.39048 23.03003 15.53324 0.5 0.3 0.4
H 21.36243 12.83372 20.51978 0.6 0.7 -0.3
H 21.04283 18.91470 23.37598 -0.4 0.4 0.1
H 17.18594 22.13751 20.61626 1.0 0.6 0.4
H 14.70610 23.34562 23.55158 -0.4 -0.5 0.0
H 14.29340 13.63567 23.44201 -0.3 0.0 0.1
H 17.69925 13.72502 18.84989 -0.7 0.2 -0.6
H 17.44440 16.27107 20.17043 -0.5 0.5 -0.7
H 20.86025 23.51234 19.03988 -0.1 0.6 -0.1
H 21.68092 23.89820 15.25798 -0.3 0.2 -1.0
H 16.46360 20.03758 24.08998 -0.6 -0.3 1.0
H 14.61102 17.22843 22.45360 -0.3 -0.7 1.1
H 24.09236 21.04164 12.83124 -0.1 -0.2 -0.5
H 17.64915 25.41807 20.69780 -0.2 1.0 -0.3
H 19.00261 14.25200 16.85277 -0.1 -1.9 0.4
H 19.29516 13.09689 18.85272 0.2 -0.2 0.4
H 11.93323 18.18385 16.87138 0.5 -0.2 -0.2
H 20.15800 24.12828 24.23838 0.5 -0.3 -0.9
H 14.84930 25.83063 19.49596 1.7 0.1 -1.0
H 11.33257 12.88887 20.76594 -0.9 0.2 0.0
H 22.73923 25.34014 15.83597 -0.9 -0.6 -0.2
H 13.47255 20.91914 19.90350 0.2 0.0 -0.4
H 10.82804 11.87575 19.45335 0.0 -0.2 -2.0
H 14.24543 21.55939 23.72729 0.2 0.4 0.3
H 14.28726 15.88946 23.67787 0.1 -0.6 -0.2
H 12.52677 19.49344 12.01216 -0.5 0.4 -0.2
H 22.98018 24.26128 17.83603 -0.5 -0.5 0.4
H 18.82296 24.32343 17.78599 -0.3 0.0 0.3
H 13.51197 13.65383 19.81627 -0.1 0.2 -1.5
H 13.50191 19.63018 14.26740 0.1 -0.1 -0.2
H 10.17554 15.40027 22.46223 -0.4 -0.3 -0.1
H 17.67583 15.04214 21.37067 0.5 0.9 -0.6
H 17.04467 17.13615 13.13496 -0.7 0.2 0.7
H 14.99623 11.49630 19.44477 -0.3 -0.3 -0.1
H 9.82929 18.73486 23.38443 -0.6 -0.2 0.3
H 9.02418 17.62937 22.30914 1.0 -0.8 0.4
H 10.80726 18.82090 27.28466 -0.1 -0.2 -0.5
H 10.22786 20.04899 26.20175 -0.3 0.2 -0.4
H 11.19487 12.51186 24.73174 0.4 -0.1 -0.2
H 11.08660 22.10426 20.15135 0.7 0.4 0.0
H 17.88368 21.28888 16.63502 0.3 0.8 -0.4
H 18.69795 16.48249 21.39724 0.4 -0.5 -0.9
H 8.42069 17.73501 23.92007 -0.1 0.4 0.0
H 9.83890 16.50916 16.49936 -0.3 0.6 0.0
H 20.84820 16.95390 15.90025 0.3 -0.3 -0.4
H 11.23953 9.53422 19.91114 -0.3 -1.2 0.5
H 15.82972 24.67673 16.02285 1.3 1.2 0.0
H 21.99282 12.62032 18.16922 0.0 0.1 -0.5
H 11.85364 17.65428 21.63818 -0.1 0.3 -0.3
H 14.22416 24.21952 15.46169 -0.3 0.5 0.4
H 11.89165 14.94098 19.09198 -0.8 0.5 -0.2
H 20.77728 20.99274 21.97849 -0.2 -0.4 -0.4
H 12.31819 14.65722 11.69440 0.4 -0.1 -0.6
H 12.37197 8.86431 21.20873 0.3 0.2 -0.3
H 19.97931 20.02665 14.26660 0.2 0.4 0.0
H 9.57830 18.00390 17.46793 -0.6 1.1 0.2
H 11.32408 15.84799 20.43825 -0.2 0.3 1.3
H 12.10813 18.70357 14.63116 -0.8 -0.2 0.0
H 20.56235 17.90954 17.29844 0.1 0.2 0.1
H 19.10410 25.30026 21.66984 -0.5 0.3 0.1
H 12.70866 20.66942 18.33391 -0.5 0.0 -0.3
H 13.29247 16.80290 18.77196 -0.6 0.1 0.1
H 13.21187 19.40392 26.18745 0.0 0.3 -0.2
H 17.75930 19.60511 16.21329 -0.2 -0.2 -0.2
H 15.23837 16.49147 9.93066 -0.5 -0.5 -0.2
H 14.08448 24.67970 20.62714 -0.2 0.6 -0.8
H 11.42171 26.32631 17.71015 0.2 -0.1 0.2
H 18.11507 15.69869 17.02856 -0.9 0.3 -0.3
H 15.76462 10.92675 20.94949 0.3 -1.3 0.8
H 12.18208 20.58681 25.15890 0.7 -1.1 0.8
H 9.55425 18.34084 26.04749 0.7 0.9 0.4
H 20.25525 18.09111 22.01255 0.7 -0.8 0.2
H 16.63875 17.32976 14.89719 -0.2 0.1 -0.8
H 22.55620 18.95625 14.36275 -0.5 -0.1 -0.1
H 15.21442 14.20998 14.26711 -0.5 -0.7 0.0
H 16.19620 22.42397 18.27596 0.6 0.3 -0.7
H 17.58797 25.93325 22.48691 0.2 -0.8 -0.9
H 14.48471 22.21313 22.11898 0.4 0.3 0.9
H 13.76040 12.60772 24.81974 -0.2 0.7 -0.7
H 12.14798 18.02284 19.24891 -0.3 0.8 1.0
H 21.49106 20.98362 19.65685 -0.1 -0.3 -0.1
H 13.64894 18.15048 15.17838 0.1 -0.3 -0.5
H 12.35399 15.61651 10.24084 -0.8 1.2 -0.8
H 16.14781 12.44382 20.27508 1.3 0.8 -0.3
H 19.47151 21.91260 25.70363 1.3 -0.5 0.5
H 14.75800 14.51874 20.79418 -0.7 -0.3 -0.1
H 21.65975 14.53461 21.02246 0.2 0.1 1.2
H 13.27018 19.50556 24.34534 -0.7 -0.6 1.3
H 17.72759 21.84423 25.57808 1.0 0.8 0.0
H 22.71412 17.37532 21.57574 -0.6 0.9 0.3
H 19.57011 19.88950 21.12958 0.2 0.5 0.6
H 11.70248 19.03149 22.79427 0.2 0.0 -0.5
H 20.80778 22.24671 17.85869 -0.5 0.2 -0.1
H 20.99024 19.24137 19.40211 0.1 0.2 0.3
H 13.27850 18.71584 21.96991 0.1 0.3 -0.6
H 11.41158 23.84948 20.02678 0.0 -0.1 0.3
H 15.48360 23.31313 19.46503 -0.8 0.6 -0.8
H 13.03585 27.16978 17.78922 -0.6 -0.9 0.2
H 19.85026 23.52078 22.53887 0.6 0.6 -1.4
H 15.69277 16.95054 11.47153 -0.1 -0.5 -0.2
H 13.63042 26.42441 20.47208 0.0 -0.8 0.0
H 23.05867 18.66131 22.76249 1.4 0.2 1.0
H 17.70043 20.54058 23.07060 1.1 -0.2 -0.6
H 19.26003 15.40899 15.66456 0.0 0.5 0.7
H 12.78689 18.04179 11.03418 0.5 0.1 -0.4
H 8.96087 15.17048 23.81111 0.0 0.0 -0.4
H 22.67225 22.70752 16.95125 -0.1 1.0 -0.2
H 10.78006 9.41205 21.72065 0.1 -0.2 -0.7
H 16.40304 24.27599 18.30022 0.6 -0.3 0.1
H 23.01071 13.62908 20.27859 -0.4 -0.1 0.3
H 21.99395 16.92460 17.29432 0.8 -0.4 0.2
H 11.33819 10.92405 23.95867 0.2 0.3 -0.1
H 10.00853 11.61958 20.91919 -1.0 0.3 0.6
H 13.40232 14.29847 10.25617 0.0 -0.3 0.4
H 12.39450 22.85878 21.14822 0.1 -0.1 -0.1
H 21.42117 13.93266 17.05357 -0.4 -0.1 -1.0
H 18.19681 13.02616 20.31302 0.6 0.0 0.3
H 13.04991 14.11828 21.38900 0.9 0.1 0.0
H 24.89799 19.73083 13.68353 -0.1 0.0 0.3
```
Forces are in eV/Å.

Highest occupied orbital energy (Eh): -0.136
Gap between HOMO and LUMO (Eh): 0.2513
Total charge: -2
LUMO level (Eh): 0.1149